No. 1
DFT (the ωB97M-V functional and the def2-TZVPD basis) results for a structure of composition C31H55InNO2P in a non-equilibrium geometry.

Geometry (Å):
O -1.92251 -6.25099 -0.97483
C -1.13594 -7.43797 -0.79442
C -2.25548 -8.32759 -1.33491
H -0.92644 -7.54818 0.27676
H -0.21212 -7.42196 -1.39015
C -3.06668 -7.01261 -1.42656
H -2.63004 -9.05436 -0.60894
H -2.04738 -8.77808 -2.31075
C -4.19674 -6.86711 -0.42728
H -3.86822 -7.22450 0.55496
H -5.06342 -7.46021 -0.75477
H -4.47351 -5.81010 -0.36636
C -3.46568 -6.59767 -2.82270
H -2.56784 -6.41387 -3.42165
H -4.09877 -5.70307 -2.76467
H -4.05100 -7.39547 -3.29824
In 0.37621 0.22499 0.18562
C -0.29799 1.38037 -2.56099
C 1.00810 1.01085 -2.09495
C 1.13827 -0.42150 -2.24684
H 1.82268 1.69947 -1.88498
C -0.06312 -0.89310 -2.84167
C -0.94749 0.20335 -2.98909
H -1.94089 0.15517 -3.43265
H -0.67291 2.39953 -2.65623
H 2.05660 -0.98874 -2.09168
H -0.22562 -1.88645 -3.24717
C -2.34780 1.50739 0.75702
C -2.97507 1.08299 -0.43591
C -2.95522 -0.33701 -0.47351
H -3.41859 1.73661 -1.18539
C -2.28288 -0.80675 0.67381
C -1.83990 0.34037 1.44034
H -1.43335 0.32036 2.44946
H -2.32689 2.52968 1.14550
H -3.42146 -0.96279 -1.23960
H -2.20604 -1.84168 0.98610
O -2.36931 -3.93481 -0.34704
C -1.98595 -3.71237 -1.72377
C -0.61223 -4.32895 -2.03283
H -1.91455 -2.61953 -1.89336
H -2.77085 -4.10771 -2.38081
C 0.00502 -4.50344 -0.63959
H -0.01708 -3.67618 -2.67328
H -0.74318 -5.29077 -2.54843
C -1.15377 -4.33155 0.35358
H 0.74417 -3.70630 -0.48201
H 0.50247 -5.46891 -0.50634
H -0.96767 -3.53268 1.08795
H -1.30233 -5.27005 0.88923
C 4.02945 4.98157 0.57282
C 3.12288 3.87254 0.00360
C 2.52080 4.38127 -1.31712
C 3.97381 2.62161 -0.29399
P 1.73575 3.38721 1.18065
N 1.16829 1.97038 0.73886
C 2.38118 3.19101 2.93479
C 2.65232 4.53745 3.62769
C 1.36274 2.38524 3.76716
C 3.69114 2.38944 2.88834
C 0.35886 4.67035 1.11520
C 0.89287 6.11820 1.15102
C -0.46650 4.43786 -0.16528
C -0.57713 4.47101 2.31540
H 4.75685 5.24327 -0.21260
H 4.60065 4.66110 1.45011
H 3.47448 5.89426 0.81733
H 3.34437 4.44990 -2.04530
H 1.77285 3.68335 -1.71289
H 2.08428 5.38388 -1.22207
H 4.69151 2.40346 0.50391
H 4.53624 2.80865 -1.21920
H 3.32813 1.74851 -0.44116
H 1.73879 5.10287 3.83939
H 3.12846 4.31080 4.59494
H 3.34765 5.17007 3.06432
H 1.01259 1.51811 3.19479
H 1.87910 2.03246 4.67007
H 0.50476 2.98620 4.08532
H 3.55790 1.45391 2.33100
H 4.52534 2.96392 2.46905
H 3.95559 2.14188 3.92700
H 1.45460 6.39490 0.25279
H 0.02233 6.79156 1.21502
H 1.51561 6.30957 2.03485
H -1.42470 4.96901 -0.05938
H -0.67400 3.36641 -0.28089
H 0.03031 4.81126 -1.06731
H -0.91936 3.42931 2.37110
H -0.11422 4.77282 3.26446
H -1.45620 5.11733 2.16019

Atomic forces in eV per Å
O -0.1 -1.4 -0.2
C -0.1 0.1 0.0
C -0.1 0.0 0.1
H 0.3 -0.2 -0.2
H -0.1 0.0 0.2
C -0.1 -0.3 0.1
H 0.0 0.0 -0.3
H -0.1 -0.1 0.3
C -0.1 -0.2 -0.2
H -0.1 0.1 -0.1
H 0.1 0.2 0.1
H 0.0 -0.2 0.1
C -0.4 -0.1 -0.1
H -0.2 0.1 0.0
H 0.2 -0.1 -0.3
H 0.1 0.1 0.1
In -1.3 1.4 -0.6
C 1.0 -0.4 0.2
C -1.1 0.8 -0.3
C -0.3 -0.7 0.6
H -0.3 -0.4 0.1
C -0.5 0.6 -0.3
C 0.9 -0.5 -0.5
H 0.3 0.0 0.2
H 0.1 -0.4 0.3
H -0.2 0.2 -0.2
H 0.0 0.3 0.4
C -0.1 -0.3 -0.3
C 0.0 -0.2 1.3
C 0.1 -0.2 0.5
H 0.1 -0.2 0.2
C -0.1 -0.4 -1.5
C 0.8 1.2 -0.6
H -0.3 0.0 -0.1
H 0.2 -0.5 -0.3
H 0.3 0.2 0.3
H 0.0 0.2 -0.1
O 1.7 -0.1 -0.4
C -0.3 0.9 -0.3
C -0.4 -0.4 0.0
H -0.2 -0.4 0.1
H 0.2 0.1 0.3
C 0.1 0.6 0.0
H -0.1 -0.1 0.2
H 0.2 0.4 0.2
C -0.5 0.6 0.4
H 0.0 -0.2 0.0
H 0.0 0.2 0.0
H 0.2 -0.2 -0.1
H -0.4 0.2 0.1
C 0.2 0.1 -0.4
C 0.2 0.5 0.6
C 0.2 -0.1 -0.2
C 0.0 0.1 -0.2
P -1.0 -2.8 -0.5
N 0.6 1.3 0.6
C 0.0 0.8 -0.1
C 0.3 -0.2 0.4
C 0.2 0.0 0.0
C 0.0 -0.1 0.2
C 0.5 0.4 -0.1
C -0.3 0.1 0.1
C -0.1 -0.1 0.0
C -0.2 0.0 0.0
H -0.1 0.0 0.2
H -0.1 0.1 -0.2
H 0.2 -0.2 0.0
H -0.2 0.0 0.1
H 0.2 0.3 0.1
H 0.1 -0.4 -0.1
H -0.2 0.0 -0.3
H 0.0 -0.1 0.2
H 0.2 0.2 0.1
H 0.2 -0.1 -0.1
H -0.1 0.2 -0.1
H -0.2 -0.1 0.2
H 0.0 0.2 0.2
H -0.1 0.0 -0.1
H 0.2 -0.2 -0.1
H 0.1 0.2 0.1
H -0.2 -0.2 0.1
H 0.0 0.0 -0.2
H -0.2 -0.1 0.3
H 0.2 -0.1 0.0
H -0.2 0.0 -0.3
H 0.2 -0.1 -0.1
H 0.0 0.3 -0.1
H -0.2 -0.1 0.3
H 0.1 0.3 0.1
H -0.2 -0.2 -0.3
H 0.2 -0.2 0.1

Output
Relative energy (zero: lowest compared OMol25 entry of this formula, charge and spin)   0.00 kJ/mol
DFT total energy   -53081.368 eV
Gap between HOMO and LUMO   5.743 eV
HOMO   -7.1 eV

Here are the Mulliken charges for atoms 1 to 8, given in e: 0.096 -0.705 -0.735 0.280 0.306 1.269 0.336 0.295

=====

No. 2
DFT (the ωB97M-V functional and the def2-TZVPD basis) results for the ion C8H19N3O2 with charge +2 in a non-equilibrium geometry.

Geometry (Å):
C 0.40332 0.30138 -0.34937
C -1.94252 -1.62253 -0.37199
C -0.47921 -1.88818 -0.69851
C -2.30181 -0.13345 -0.48907
C 0.80331 2.56113 -0.90028
C 2.26761 1.48506 0.67227
C 1.86802 -1.59700 -0.27314
C 0.27080 -1.18939 1.53488
N -1.44334 0.57080 -1.32857
N 1.11462 1.33567 -0.18957
N 0.52503 -1.05794 0.07462
O -2.45420 1.76200 0.87025
O -2.35482 0.35340 0.84684
H -2.53119 -2.19938 -1.08438
H -2.21808 -1.95407 0.62900
H -0.26422 -2.93831 -0.49339
H -0.31194 -1.69064 -1.76051
H -3.29500 -0.00419 -0.97104
H 1.73082 3.08126 -1.13952
H 0.26893 2.36109 -1.82646
H 0.20740 3.22331 -0.26716
H 2.19476 2.45344 1.17240
H 2.34438 0.71767 1.43646
H 3.18422 1.50057 0.07898
H 1.92833 -2.63448 0.05006
H 2.02301 -1.56442 -1.35082
H 2.67189 -1.05526 0.21846
H -0.63255 -0.64290 1.81212
H 0.13205 -2.24178 1.78094
H 1.10724 -0.81528 2.12013
H -1.55719 1.57377 -1.18379
H -3.25969 1.94864 1.38015

Atomic forces in eV per Å
C -4.4 1.6 -2.2
C 0.2 0.5 0.2
C -1.1 -0.5 -0.7
C -1.0 -0.1 0.4
C -0.6 1.3 -0.8
C 1.3 0.1 0.9
C 1.2 -0.5 -0.3
C -0.3 0.0 1.4
N 3.8 -0.4 0.6
N -0.1 -1.2 0.2
N 0.5 -0.1 0.3
O 0.3 0.5 -0.5
O 0.0 -0.6 0.6
H 0.0 0.0 0.0
H 0.0 -0.1 -0.1
H 0.3 0.2 0.1
H 0.2 0.0 0.2
H 0.2 0.1 0.1
H 0.0 -0.2 0.0
H 0.1 -0.1 0.1
H 0.0 -0.2 0.1
H -0.1 -0.1 -0.1
H -0.1 0.0 -0.1
H -0.1 0.0 -0.1
H -0.2 0.0 0.1
H -0.2 0.1 0.0
H -0.2 0.1 0.1
H 0.1 0.0 -0.2
H 0.1 0.0 -0.2
H 0.1 0.0 -0.2
H 0.1 0.1 0.2
H -0.1 -0.3 0.0

Output
Relative energy (zero: lowest compared OMol25 entry of this formula, charge and spin)   318.82 kJ/mol
DFT total energy   -17146.480 eV
Net charge   +2
Gap between HOMO and LUMO   9.087 eV
HOMO   -17.7 eV

Here are the Mulliken charges for atoms 1 to 8, given in e: 0.309 -0.822 -0.625 0.154 -1.106 -1.057 -0.853 -0.761

=====

No. 3
DFT (the ωB97M-V functional and the def2-TZVPD basis) results for a cluster of 5 separate species, C5H22N2O4 in total in a non-equilibrium geometry.

Geometry (Å):
C -1.51351 0.25784 2.43889
N -0.35534 0.91261 1.68424
C -0.88333 1.51058 0.49154
C 0.33596 2.06939 -0.29276
C 0.61108 1.34885 -1.70933
C -0.45033 1.87925 -2.74161
N 0.27229 -0.11724 -1.56008
H -1.18368 -0.70669 2.82243
H -1.80786 0.98228 3.20097
H -2.41611 0.01232 2.08056
H 0.29112 0.28592 1.37158
H -1.63169 2.23771 0.93121
H -1.51909 0.82439 -0.19644
H 1.37365 1.92658 0.14239
H -0.02142 3.00703 -0.67631
H 1.65530 1.47805 -1.92251
H -1.40491 1.22143 -2.51912
H 0.01023 1.42600 -3.80929
H -0.63053 2.92380 -2.76101
H 0.07165 -0.53286 -0.72730
H -0.38025 -0.48694 -2.10563
O 0.86937 -1.43742 3.51119
H 0.07008 -1.38898 4.06802
H 1.54480 -0.74651 3.70218
O -2.07034 -0.90139 -0.63096
H -2.50022 -1.11554 -1.38156
H -1.51841 -1.65185 -0.32260
O -0.06418 -3.21899 0.24037
H -0.11094 -3.95320 0.92110
H 0.40808 -2.40616 0.57064
O 3.22755 -0.64395 -1.93478
H 3.67915 -0.77628 -1.16406
H 2.30385 -0.90965 -1.70121

Atomic forces in eV per Å
C 4.3 1.1 2.1
N -4.1 0.1 1.3
C -0.8 0.8 -0.8
C 0.1 -1.3 -2.0
C -3.8 -1.0 2.1
C 1.3 -4.8 -2.0
N 5.6 2.5 -0.6
H 0.2 0.4 0.5
H 0.4 -0.3 0.6
H -3.1 -0.5 -3.2
H 2.1 -2.7 -0.3
H 1.0 0.1 -1.1
H 1.3 1.3 1.4
H -1.6 1.1 0.6
H 1.1 1.3 0.6
H 0.3 0.1 -0.7
H 1.6 1.9 -0.5
H -1.6 1.6 2.4
H -0.1 0.9 -0.1
H -0.1 0.0 3.1
H -3.0 -1.1 -3.4
O 0.6 -0.1 -0.1
H 1.1 0.6 -0.1
H -1.3 -0.6 0.3
O 1.8 0.0 4.4
H -2.2 -1.6 -3.8
H -0.8 0.1 -0.5
O 0.1 0.2 0.8
H 0.4 1.9 -0.9
H -0.5 -1.8 0.2
O -2.7 0.1 -2.6
H 2.2 -0.5 3.1
H 0.5 0.5 -0.6

Output
Relative energy (zero: lowest compared OMol25 entry of this formula, charge and spin)   477.95 kJ/mol
DFT total energy   -16708.127 eV
Gap between HOMO and LUMO   8.985 eV
HOMO   -8.7 eV
SMILES string   CNCC[C@H](C)N.O.O.O.O

Here are the Mulliken charges for atoms 1 to 8, given in e: -1.196 -0.303 -0.363 -0.955 0.288 -1.204 -0.367 0.245

=====

No. 4
DFT (the ωB97M-V functional and the def2-TZVPD basis) results for a cluster of 2 separate species, C7H12O2 in total in a non-equilibrium geometry.

Geometry (Å):
C -1.41512 0.30227 0.12184
C -0.52951 -1.83340 1.19041
C -1.24444 1.30857 -1.01126
C 1.85031 0.48430 1.14634
C -0.49398 -0.87514 0.03122
C 0.31714 -1.07048 -0.97094
C 1.15003 -1.27744 -1.93784
O 1.13945 1.04912 2.07636
O 2.22466 1.23480 0.16172
H 0.93021 2.00954 1.93881
H 1.92773 2.18552 0.18789
H -1.25436 0.79249 1.08389
H -2.45679 -0.05354 0.13330
H -1.55519 -2.09007 1.45060
H 0.02686 -2.73103 0.96087
H -0.06694 -1.36829 2.04959
H 2.15863 -0.89608 -1.89560
H 0.88052 -1.84120 -2.81836
H -0.19423 1.60716 -1.10192
H -1.54211 0.86370 -1.96443
H -1.85288 2.19922 -0.83248

Atomic forces in eV per Å
C -0.3 0.3 -0.4
C 0.0 0.0 -0.3
C 0.0 0.0 0.1
C 0.6 -1.3 0.3
C -0.1 -0.4 0.0
C -0.5 0.1 0.3
C 0.3 -0.1 -0.4
O -0.4 0.9 0.3
O 0.0 1.2 -0.5
H 0.1 -0.2 -0.1
H 0.0 -0.4 0.1
H 0.0 0.0 0.1
H 0.2 0.0 0.1
H -0.1 -0.1 0.0
H 0.1 -0.3 0.0
H 0.1 0.2 0.4
H 0.2 0.1 0.1
H -0.1 -0.1 -0.1
H -0.2 0.0 -0.1
H 0.1 0.1 0.1
H 0.0 -0.1 -0.1

Output
Relative energy (zero: lowest compared OMol25 entry of this formula, charge and spin)   328.02 kJ/mol
DFT total energy   -11545.004 eV
Gap between HOMO and LUMO   8.957 eV
HOMO   -8.6 eV

Here are the Mulliken charges for atoms 1 to 8, given in e: -0.129 -1.519 -1.252 -0.104 0.660 0.162 -1.012 -0.184

=====

No. 5
DFT (the ωB97M-V functional and the def2-TZVPD basis) results for the molecule C3H5N3.

Geometry (Å):
N 1.57630 -0.55561 1.17553
C 0.50435 -0.09065 0.41359
C -0.68080 -0.77635 0.03917
C -1.35721 0.13453 -0.74196
N -0.63139 1.26799 -0.73766
N 0.52397 1.14998 -0.05216
H 1.76836 -1.54405 1.09235
H 2.41010 -0.00529 1.01569
H -1.01210 -1.76204 0.33666
H -2.22175 0.04299 -1.38094
H -0.86621 2.15133 -1.15922

Atomic forces in eV per Å
N 0.0 0.0 0.1
C 0.1 0.1 -0.1
C 0.0 0.0 0.0
C 0.1 0.1 0.0
N 0.0 0.0 -0.3
N 0.0 -0.2 0.2
H -0.1 0.1 -0.1
H -0.1 -0.1 0.1
H 0.2 0.1 -0.2
H -0.2 0.0 0.3
H 0.1 -0.2 0.0

Output
Relative energy (zero: lowest compared OMol25 entry of this formula, charge and spin)   47.17 kJ/mol
DFT total energy   -7661.967 eV
Gap between HOMO and LUMO   9.381 eV
HOMO   -8.2 eV
SMILES string   Nc1cc[nH]n1

Here are the Mulliken charges for atoms 1 to 8, given in e: -0.511 0.496 -0.399 -0.490 0.296 -0.852 0.237 0.271

=====

No. 6
DFT (the ωB97M-V functional and the def2-TZVPD basis) results for the molecule C2H7N3O in a non-equilibrium geometry.

Geometry (Å):
H -0.78374 2.36343 0.28844
N -0.01505 1.80831 -0.06955
C 0.04433 0.62082 0.03410
C -1.05530 -0.16447 0.48351
N -1.21987 -1.14214 -0.31113
N 1.35058 0.13042 -0.55660
O 2.10649 -0.55169 0.51971
H -0.83082 -0.44898 1.44361
H -1.91245 0.50997 0.91626
H -0.31593 -1.81617 -0.55956
H -1.38714 -0.90471 -1.23866
H 1.78712 1.08709 -0.95780
H 2.23176 -1.49188 0.00766

Atomic forces in eV per Å
H -0.5 -0.7 -0.2
N 0.8 7.3 -0.5
C 3.4 -1.0 -0.7
C 0.4 5.3 5.5
N 0.1 -10.6 -5.5
N -1.2 0.9 0.2
O -0.2 -2.5 -3.5
H 1.1 -1.6 2.6
H 0.7 -0.9 -2.1
H -2.8 2.3 1.8
H -1.0 0.9 -1.9
H -0.7 -2.8 2.0
H -0.2 3.4 2.2

Output
Relative energy (zero: lowest compared OMol25 entry of this formula, charge and spin)   599.87 kJ/mol
DFT total energy   -8700.060 eV
Gap between HOMO and LUMO   9.462 eV
HOMO   -8.7 eV
SMILES string   [H]/N=C(\CN)NO

Here are the Mulliken charges for atoms 1 to 8, given in e: 0.250 -0.635 0.466 -0.616 -0.560 -0.311 -0.428 0.264